The following is a quantum chemistry calculation of a structure of composition C42H33BrIN5O2PRh, from OMol25.

Each line ends with the Mulliken charge.
Cartesian coordinates (Å):
Rh 0.6002 -0.2243 0.6446  0.0968
Br 5.3466 -4.8683 -2.9945  -0.1189
C 4.3383 -4.0075 -1.6685  -0.5638
C 3.8820 -4.7065 -0.5668  -0.7252
C 3.1388 -4.0640 0.4133  -0.5056
C 2.8406 -2.7256 0.2674  0.7855
O 2.0859 -2.0102 1.2468  0.2897
C 3.2903 -1.9857 -0.8262  0.5438
C 3.1350 -0.5485 -1.0533  -0.8628
N 2.2084 0.2303 -0.6507  0.9103
C 2.4320 1.5977 -1.0565  -1.1022
C 3.3619 2.3881 -0.4421  -0.2591
C 3.6291 3.6774 -0.9598  -1.2019
C 3.0130 4.1102 -2.1021  -0.7314
C 2.0746 3.2839 -2.7615  1.0674
C 1.4461 3.6208 -3.9789  -0.8817
C 0.5607 2.7423 -4.5386  -0.9029
C 0.2533 1.5484 -3.8436  -0.2047
N 0.8145 1.2003 -2.7147  0.0095
C 1.7472 2.0332 -2.2104  1.0681
C 4.0620 -2.6553 -1.7796  -0.8969
H 4.1045 -5.7592 -0.4604  0.4677
H 2.7983 -4.6335 1.2631  0.4697
H 3.9276 -0.1418 -1.6803  0.4083
H 3.8964 2.0340 0.4302  0.5303
H 4.3512 4.3059 -0.4567  0.4378
H 3.2471 5.0806 -2.5216  0.4969
H 1.6835 4.5627 -4.4587  0.4695
H 0.0772 2.9529 -5.4824  0.4721
H -0.5101 0.8803 -4.2344  0.3467
H 4.4499 -2.1032 -2.6259  0.6002
I -0.7301 -0.5411 2.7643  -0.0380
C -2.7175 -0.9230 2.2630  0.4619
C -3.3264 -1.9581 2.9099  -0.1249
C -4.7295 -2.0743 2.8710  -1.0656
C -5.4500 -1.0717 2.2833  -0.8092
C -4.8089 0.0223 1.6478  0.6237
C -5.5902 1.1109 1.1856  -0.8772
C -4.9737 2.2059 0.6578  -1.0231
C -3.5829 2.1786 0.4172  -0.5127
C -2.7819 1.1208 0.7657  1.1910
P -1.2032 0.9128 -0.2096  1.8436
C -0.8338 2.6243 -0.6151  0.1544
C -0.0547 3.2599 0.3488  -0.8106
C 0.2567 4.6017 0.2260  -0.7693
C -0.2275 5.3164 -0.8626  -0.6984
C -1.0182 4.6925 -1.8171  -0.8865
C -1.3245 3.3466 -1.6945  0.4129
C -1.8756 0.0690 -1.6728  0.7752
C -1.1636 -1.0045 -2.2099  -0.4699
C -1.6901 -1.7508 -3.2510  -0.6251
C -2.9252 -1.4169 -3.7889  -0.7036
C -3.6321 -0.3359 -3.2804  -0.8965
C -3.1182 0.3909 -2.2190  -0.5034
C -3.3968 0.0680 1.5294  -0.3211
H -2.7488 -2.6705 3.4837  0.3438
H -5.2176 -2.9066 3.3572  0.4177
H -6.5318 -1.0814 2.3123  0.4097
H -6.6649 1.0699 1.3043  0.4183
H -5.5428 3.0731 0.3522  0.4460
H -3.1737 3.0159 -0.1262  0.3718
H 0.2922 2.6396 1.1668  0.4153
H 0.8631 5.0965 0.9728  0.4492
H 0.0078 6.3676 -0.9651  0.4340
H -1.3957 5.2577 -2.6594  0.4712
H -1.9458 2.8505 -2.4311  0.4431
H -0.1688 -1.2101 -1.8481  0.3077
H -1.1321 -2.5840 -3.6566  0.4640
H -3.3336 -1.9979 -4.6051  0.4280
H -4.5925 -0.0662 -3.6985  0.4784
H -3.6955 1.2089 -1.8140  0.4407
C 1.6857 -3.0339 5.9173  -1.0887
N 1.5443 -3.1673 4.4710  -0.0313
C 0.5374 -4.0161 3.8362  -0.4137
C 0.6342 -3.6601 2.3642  0.1656
O 0.0103 -4.0284 1.4285  -0.4767
N 1.7451 -2.7784 2.3187  0.1365
C 2.1624 -2.4319 3.5687  0.1686
N 3.0604 -1.4918 3.7747  -0.2936
H 1.3598 -3.9620 6.3790  0.3738
H 1.0791 -2.2092 6.2923  0.3386
H 2.7328 -2.8873 6.1783  0.4300
H -0.4637 -3.7939 4.2078  0.3470
H 0.7525 -5.0763 3.9812  0.3975
H 3.4307 -0.9823 2.9865  0.1117
H 3.3214 -1.2036 4.7036  0.2549

Calculated values
Net charge: +2
Relative energy (zero: lowest compared OMol25 entry of this formula, charge and spin): 186.5 kJ/mol
LUMO energy: -0.1971 Eh
Highest occupied orbital energy: -12.5 eV